Record 1
Formula: C3H11N2OS
Source: the OMol25 dataset
Level of theory: wB97M-V/def2-TZVPD

* gap between HOMO and LUMO: 10.3 eV
* highest occupied orbital energy: -0.4936 Ha
* molar mass: 123.2 g/mol
* energy above the lowest of the compared OMol25 structures with the same formula, charge and spin: 2.5834 eV
* charge: +1

Element x y z (Å)
C1 0.961 -1.572 0.098
C2 -0.180 -1.237 -0.934
C3 -0.044 0.101 -1.122
N1 -0.029 1.236 -1.179
N2 -2.563 -1.399 0.843
O1 2.449 2.636 0.378
S1 1.343 3.848 -0.165
H1 0.374 -2.136 0.837
H2 1.751 -2.111 -0.457
H3 1.314 -0.577 0.448
H4 -1.127 -1.417 -0.414
H5 0.093 -1.944 -1.757
H6 0.086 2.210 -1.277
H7 0.807 3.934 1.028
H8 -2.246 -1.863 1.694
H9 -3.070 -0.575 0.982
H10 -3.233 -2.059 0.371
H11 3.315 2.927 0.625


Record 2
Formula: C3H11N2S
Source: the OMol25 dataset
Level of theory: wB97M-V/def2-TZVPD

* gap between HOMO and LUMO: 7.9 eV
* highest occupied orbital energy: -0.4482 Ha
* molar mass: 107.2 g/mol
* energy above the lowest of the compared OMol25 structures with the same formula, charge and spin: 2.0735 eV
* charge: +1

Element x y z (Å)
C1 0.389 0.368 2.047
S1 -0.948 0.545 0.880
C2 -1.851 -1.153 1.138
H1 0.432 -0.622 2.503
H2 0.336 1.217 2.776
H3 1.441 0.413 1.640
H4 -2.807 -1.074 0.524
H5 -1.124 -2.055 0.859
H6 -1.994 -1.207 2.256
N1 1.867 0.662 -1.354
C3 0.845 0.625 -2.202
N2 -0.386 0.344 -1.869
H7 1.643 0.249 -0.484
H8 2.770 0.910 -1.505
H9 1.089 0.698 -3.254
H10 -0.991 0.584 -2.644
H11 -0.710 -0.505 -1.311